The following is a quantum chemistry calculation of a gas-phase ion, C2H4NO2 (charge -1) in a non-equilibrium geometry, from the Open Molecules 2025 dataset.

CARTESIAN COORDINATES (ANGSTROEM)
C: 0.538 -0.355 -0.602
C: 0.179 0.669 0.405
N: -0.377 -1.234 -0.034
O: -0.177 -1.965 1.032
O: -0.753 1.721 -0.064
H: 0.297 -0.055 -1.606
H: 1.781 -0.541 -0.753
H: 0.157 0.447 1.456
H: -1.645 1.312 0.166

Output
- Kohn-Sham gap (alpha / beta): 6.157 / 6.347 eV
- LUMO level (alpha / beta): 4.430 / 4.454 eV
- Net charge: -1

Atom charges from the Mulliken analysis, given in e for atoms 1 to 8:
1 C 0.10
2 C -0.70
3 N -0.32
4 O -0.58
5 O -0.49
6 H 0.15
7 H 0.17
8 H 0.38

The following is a quantum chemistry calculation of 7 unconnected molecules or ions with the total composition H14O7 in a non-equilibrium geometry, from the Open Molecules 2025 dataset.

CARTESIAN COORDINATES (ANGSTROEM)
O: -23.648 29.180 -20.221
H: -24.381 28.579 -20.320
H: -22.920 28.635 -19.888
O: -24.760 26.527 -22.550
H: -25.403 25.825 -22.737
H: -24.082 26.117 -21.995
O: -26.343 28.941 -17.404
H: -26.230 29.759 -16.970
H: -26.338 29.052 -18.383
O: -24.358 25.068 -19.367
H: -24.332 25.317 -18.419
H: -24.912 24.268 -19.359
O: -22.288 25.541 -21.234
H: -22.812 24.802 -21.467
H: -22.568 25.676 -20.335
O: -26.481 24.481 -22.588
H: -26.147 24.209 -21.784
H: -27.309 24.070 -22.669
O: -25.764 27.301 -20.031
H: -25.832 27.048 -20.927
H: -25.161 26.587 -19.737

Output
- Kohn-Sham gap: 9.931 eV
- LUMO level: -0.587 eV
- SMILES: O.O.O.O.O.O.O
- Net charge: 0

Atom charges from the Mulliken analysis, given in e for atoms 1 to 8:
1 O -0.64
2 H 0.42
3 H 0.27
4 O -0.68
5 H 0.45
6 H 0.28
7 O -0.63
8 H 0.29

The following is a quantum chemistry calculation of 13 unconnected molecules or ions with the total composition C20H63F2N24O14P in a non-equilibrium geometry, from the Open Molecules 2025 dataset.

CARTESIAN COORDINATES (ANGSTROEM)
C: -0.531 1.873 0.033
C: -1.299 1.073 -1.152
C: -2.160 2.085 -2.044
C: -2.094 -0.219 -0.630
C: -1.744 -1.424 -1.666
C: -3.684 -0.079 -0.634
O: -4.204 0.923 0.287
P: -5.833 0.410 0.579
F: -6.559 1.413 1.784
C: -6.794 0.691 -1.061
C: -7.839 1.911 -0.889
O: -8.998 1.704 -1.290
F: -7.468 3.165 -0.320
H: 0.278 2.497 -0.495
H: 0.031 1.123 0.702
H: -1.229 2.555 0.626
H: -0.451 0.683 -1.833
H: -2.482 1.535 -3.002
H: -1.432 2.912 -2.399
H: -3.025 2.592 -1.502
H: -1.789 -0.488 0.446
H: -2.616 -2.165 -1.571
H: -0.726 -1.891 -1.467
H: -1.839 -0.954 -2.712
H: -4.101 -1.100 -0.273
H: -4.037 0.031 -1.715
H: -7.403 -0.230 -1.375
H: -6.042 0.915 -1.891
C: 1.988 -1.813 0.657
O: 1.330 -0.877 0.211
N: 3.311 -1.950 0.429
N: 1.443 -2.793 1.420
H: 3.861 -2.714 0.792
H: 3.760 -1.241 -0.135
H: 0.457 -2.729 1.615
H: 1.967 -3.567 1.793
C: 3.172 -0.847 -3.013
O: 3.932 -0.234 -2.274
N: 2.190 -1.651 -2.546
N: 3.251 -0.771 -4.367
H: 1.558 -2.162 -3.135
H: 2.100 -1.732 -1.542
H: 3.970 -0.182 -4.752
H: 2.639 -1.264 -4.990
C: 5.431 -4.582 2.217
O: 4.379 -4.395 1.606
N: 6.483 -5.248 1.679
N: 5.624 -4.137 3.473
H: 7.350 -5.409 2.162
H: 6.375 -5.595 0.740
H: 4.864 -3.635 3.903
H: 6.474 -4.276 3.993
C: 10.229 -6.239 0.619
O: 9.844 -5.698 1.647
N: 10.795 -5.549 -0.401
N: 10.123 -7.573 0.412
H: 11.118 -5.973 -1.251
H: 10.892 -4.554 -0.284
H: 9.706 -8.119 1.148
H: 10.432 -8.036 -0.423
C: 4.770 -0.375 4.621
O: 5.267 -1.442 4.277
N: 3.684 0.153 4.008
N: 5.261 0.369 5.643
H: 3.262 1.025 4.274
H: 3.290 -0.370 3.242
H: 6.069 0.008 6.124
H: 4.865 1.250 5.940
C: 9.357 -2.736 3.815
O: 8.480 -3.333 4.422
N: 9.647 -1.430 4.047
N: 10.113 -3.328 2.859
H: 10.362 -0.922 3.561
H: 9.104 -0.958 4.751
H: 9.923 -4.307 2.657
H: 10.837 -2.856 2.349
C: -3.828 4.529 3.643
O: -3.052 5.138 4.367
N: -4.820 3.744 4.129
N: -3.766 4.583 2.291
H: -5.466 3.237 3.551
H: -4.903 3.675 5.130
H: -3.043 5.156 1.887
H: -4.394 4.090 1.683
C: -4.967 -4.537 -1.680
O: -4.482 -3.416 -1.644
N: -4.254 -5.652 -1.382
N: -6.260 -4.765 -2.023
H: -4.633 -6.581 -1.406
H: -3.290 -5.523 -1.123
H: -6.822 -3.962 -2.251
H: -6.677 -5.677 -2.058
C: 0.296 4.134 -4.269
O: 0.100 3.243 -3.456
N: -0.617 4.478 -5.211
N: 1.445 4.856 -4.299
H: -0.476 5.206 -5.887
H: -1.483 3.964 -5.220
H: 2.147 4.629 -3.614
H: 1.626 5.591 -4.957
C: 2.444 3.013 6.329
O: 3.342 2.421 5.740
N: 2.148 4.311 6.091
N: 1.672 2.417 7.268
H: 1.417 4.814 6.561
H: 2.701 4.789 5.398
H: 1.862 1.449 7.473
H: 0.932 2.882 7.762
C: -6.960 1.574 -5.568
O: -6.336 2.064 -6.498
N: -7.555 2.324 -4.610
N: -7.110 0.231 -5.415
H: -8.071 1.939 -3.839
H: -7.467 3.335 -4.686
H: -6.682 -0.361 -6.108
H: -7.617 -0.192 -4.660
C: -9.181 5.497 -4.006
O: -8.323 4.879 -4.623
N: -9.440 6.808 -4.231
N: -9.945 4.924 -3.044
H: -10.137 7.333 -3.737
H: -8.892 7.269 -4.939
H: -9.782 3.949 -2.846
H: -10.652 5.413 -2.527

Output
- Kohn-Sham gap: 9.015 eV
- LUMO level: 0.348 eV
- Net charge: 0

Atom charges from the Mulliken analysis, given in e for atoms 1 to 8:
1 C -1.09
2 C 0.65
3 C -1.02
4 C 0.62
5 C -0.84
6 C -1.25
7 O -0.03
8 P 0.12

The following is a quantum chemistry calculation of a molecular structure, CH8N3 in a non-equilibrium geometry, from the Open Molecules 2025 dataset.

CARTESIAN COORDINATES (ANGSTROEM)
N: -1.671 -0.637 0.778
H: -2.051 -1.290 0.097
H: -1.952 -0.951 1.704
H: -0.393 -0.630 0.713
H: -2.062 0.283 0.612
N: 0.763 1.221 -1.190
C: 1.427 0.360 -0.379
N: 0.884 -0.567 0.336
H: -0.245 1.275 -1.186
H: 1.217 1.440 -2.066
H: 2.509 0.492 -0.362
H: 1.575 -0.995 0.943

Output
- Kohn-Sham gap: 11.553 eV
- LUMO level: -3.257 eV
- Net charge: +1

Atom charges from the Mulliken analysis, given in e for atoms 1 to 8:
1 N -0.72
2 H 0.34
3 H 0.34
4 H 0.42
5 H 0.33
6 N -0.35
7 C 0.13
8 N -0.49

The following is a quantum chemistry calculation of 8 unconnected molecules or ions with the total composition C49H47ClN8O22P2S in a non-equilibrium geometry, from the Open Molecules 2025 dataset.

CARTESIAN COORDINATES (ANGSTROEM)
C: -3.411 -1.244 3.107
C: -3.781 -1.302 1.833
C: -4.027 -1.220 0.219
C: -5.243 -2.131 -0.325
Cl: -6.230 -1.388 -1.685
C: -6.289 -2.611 0.829
C: -7.201 -1.423 1.433
O: -2.804 -1.906 -0.266
S: -1.590 -0.736 0.064
O: -0.659 -1.048 1.245
O: -0.574 -0.672 -1.086
O: -2.532 0.671 0.341
C: -3.816 0.288 -0.323
P: -3.386 0.612 -2.157
N: -2.221 1.950 -2.297
O: -4.786 1.189 -3.028
P: -4.971 1.673 0.373
O: -6.467 1.386 0.132
O: -4.591 3.083 -0.570
O: -4.577 2.057 2.001
H: -2.862 -1.288 4.130
H: -4.768 -3.116 -0.736
H: -7.019 -3.364 0.326
H: -5.724 -3.224 1.646
H: -7.969 -1.903 2.164
H: -7.804 -0.894 0.588
H: -6.564 -0.630 1.999
H: -2.604 2.599 -3.025
H: -2.185 2.519 -1.428
H: -4.997 0.470 -3.691
H: -5.263 3.183 -1.291
H: -3.934 1.400 2.375
O: 4.024 5.322 -2.118
N: 2.964 4.718 -2.261
O: 2.061 5.072 -3.013
C: 2.763 3.497 -1.478
C: 3.751 3.080 -0.583
C: 3.544 1.931 0.176
C: 2.362 1.205 0.036
C: 1.386 1.620 -0.866
C: 1.582 2.769 -1.627
H: 4.676 3.636 -0.463
H: 4.302 1.601 0.880
H: 2.202 0.312 0.634
H: 0.469 1.049 -0.973
H: 0.810 3.082 -2.324
O: -8.740 -4.716 2.448
N: -8.361 -4.182 3.486
O: -7.452 -3.359 3.550
C: -9.034 -4.554 4.733
C: -10.047 -5.514 4.710
C: -10.667 -5.881 5.902
C: -10.277 -5.290 7.102
C: -9.273 -4.325 7.117
C: -8.646 -3.953 5.931
H: -10.360 -5.983 3.783
H: -11.451 -6.632 5.896
H: -10.759 -5.583 8.030
H: -8.976 -3.865 8.055
H: -7.863 -3.203 5.958
O: 7.714 2.442 -7.955
N: 7.525 2.593 -6.752
O: 8.051 1.913 -5.876
C: 6.605 3.654 -6.333
C: 5.957 4.426 -7.299
C: 5.066 5.417 -6.896
C: 4.830 5.635 -5.540
C: 5.488 4.869 -4.580
C: 6.378 3.873 -4.973
H: 6.130 4.267 -8.358
H: 4.551 6.019 -7.639
H: 4.130 6.405 -5.229
H: 5.302 5.046 -3.524
H: 6.881 3.282 -4.214
O: 8.213 4.489 -2.364
N: 8.787 3.858 -1.482
O: 8.481 3.889 -0.294
C: 9.919 3.013 -1.874
C: 10.322 2.977 -3.209
C: 11.412 2.191 -3.573
C: 12.087 1.446 -2.609
C: 11.674 1.477 -1.279
C: 10.587 2.262 -0.905
H: 9.805 3.552 -3.971
H: 11.738 2.162 -4.608
H: 12.941 0.839 -2.896
H: 12.203 0.892 -0.533
H: 10.278 2.279 0.135
O: -3.095 1.900 -7.211
N: -2.096 1.441 -6.667
O: -2.073 0.398 -6.022
C: -0.843 2.193 -6.791
C: -0.832 3.404 -7.484
C: 0.355 4.126 -7.578
C: 1.518 3.638 -6.987
C: 1.503 2.423 -6.305
C: 0.321 1.695 -6.203
H: -1.730 3.797 -7.950
H: 0.373 5.073 -8.109
H: 2.441 4.207 -7.057
H: 2.413 2.046 -5.849
H: 0.323 0.752 -5.666
O: -6.766 -2.439 7.614
N: -6.197 -3.068 8.501
O: -6.513 -3.038 9.685
C: -5.060 -3.909 8.119
C: -4.645 -3.942 6.786
C: -3.549 -4.724 6.431
C: -2.879 -5.467 7.400
C: -3.304 -5.439 8.726
C: -4.397 -4.658 9.092
H: -5.158 -3.368 6.020
H: -3.214 -4.752 5.398
H: -2.021 -6.072 7.119
H: -2.779 -6.023 9.476
H: -4.715 -4.643 10.129
O: 5.365 0.488 2.491
N: 5.396 -0.464 3.266
O: 5.791 -0.402 4.425
C: 4.936 -1.763 2.769
C: 4.513 -1.885 1.444
C: 4.099 -3.126 0.970
C: 4.104 -4.233 1.815
C: 4.516 -4.104 3.139
C: 4.935 -2.867 3.622
H: 4.505 -1.031 0.774
H: 3.775 -3.232 -0.061
H: 3.785 -5.201 1.440
H: 4.514 -4.970 3.794
H: 5.257 -2.782 4.656

Output
- Kohn-Sham gap: 7.886 eV
- LUMO level: -1.067 eV
- SMILES: C#C[C@]1([C@H](Cl)CC)OS(=O)(=O)O[C@]1(P(N)O)P(=O)(O)O.O=[N+]([O-])c1ccccc1.O=[N+]([O-])c1ccccc1.O=[N+]([O-])c1ccccc1.O=[N+]([O-])c1ccccc1.O=[N+]([O-])c1ccccc1.O=[N+]([O-])c1ccccc1.O=[N+]([O-])c1ccccc1
- Net charge: 0

Atom charges from the Mulliken analysis, given in e for atoms 1 to 8:
1 C -0.62
2 C -0.69
3 C 1.59
4 C -0.02
5 Cl -0.15
6 C -0.72
7 C -0.69
8 O -0.53

The following is a quantum chemistry calculation of a gas-phase ion, C5H11BN (charge +1) in a non-equilibrium geometry, from the Open Molecules 2025 dataset.

CARTESIAN COORDINATES (ANGSTROEM)
B: -0.821 -1.687 0.395
C: -0.604 -0.390 -0.433
C: -1.298 0.612 0.386
C: -2.535 0.948 0.161
C: 0.852 -0.162 -0.851
N: 1.808 -0.047 0.139
C: 2.634 0.908 0.427
H: -0.051 -1.881 1.219
H: -1.866 -2.276 0.119
H: -1.044 -0.524 -1.334
H: -0.627 1.004 1.169
H: -2.937 0.384 -0.680
H: -3.017 1.678 0.755
H: 0.908 0.689 -1.647
H: 1.085 -1.037 -1.543
H: 1.644 -0.731 0.799
H: 3.142 1.030 1.408
H: 2.726 1.484 -0.490

Output
- Kohn-Sham gap: 8.033 eV
- LUMO level: -5.490 eV
- SMILES: B[C@@H](C=C)C[NH+]=C
- Net charge: +1

Atom charges from the Mulliken analysis, given in e for atoms 1 to 8:
1 B 0.34
2 C -0.25
3 C -0.21
4 C -0.74
5 C -0.79
6 N 0.15
7 C -0.07
8 H -0.10

So what do the calculations give for ΔE to the lowest compared entry with this formula, charge and spin? Going down the list: 607.5; 196.0; 0.0; 58.6; 0.0; 252.3 kJ/mol.